(1)
# C12H11BN2OS

C12H11BN2OS in the gas phase in a non-equilibrium geometry (ωB97M-V/def2-TZVPD, the OMol25 dataset).

## Properties
* largest force on an atom: 5.03 eV Å⁻¹
* SMILES: OB1c2sccc2C=NN1Cc1ccccc1
* molar mass: 242.112 g mol⁻¹
* relative energy (zero: lowest compared OMol25 entry of this formula, charge and spin): 38.9 kcal/mol
* energy: -1071.67482 Eh
* highest occupied orbital energy: -8.338 eV

Last column: natural (NBO) charge in e.
Element x y z (Å)
O (1.606, 0.035, 2.244)  -0.944
B (0.298, 0.350, 1.663)  0.959
C (-0.880, -0.207, 2.175)  -0.585
S (-1.238, -0.921, 3.690)  0.435
C (-2.943, -0.663, 3.537)  -0.360
C (-3.243, -0.135, 2.372)  -0.247
C (-2.052, 0.262, 1.647)  -0.054
C (-2.034, 1.127, 0.577)  -0.014
N (-0.998, 1.592, -0.059)  -0.187
N (0.137, 1.344, 0.580)  -0.396
C (1.309, 1.402, -0.216)  -0.252
C (1.426, 0.243, -1.213)  -0.030
C (2.617, -0.161, -1.770)  -0.214
C (2.594, -1.094, -2.801)  -0.198
C (1.419, -1.519, -3.435)  -0.217
C (0.238, -0.954, -2.960)  -0.191
C (0.233, -0.148, -1.799)  -0.214
H (1.897, -0.202, 3.174)  0.523
H (-3.626, -1.012, 4.341)  0.246
H (-4.243, -0.047, 2.073)  0.226
H (-3.018, 1.431, 0.211)  0.193
H (2.226, 1.254, 0.380)  0.241
H (1.264, 2.389, -0.714)  0.217
H (3.538, 0.355, -1.478)  0.214
H (3.533, -1.283, -3.266)  0.206
H (1.391, -2.144, -4.262)  0.212
H (-0.713, -1.309, -3.325)  0.205
H (-0.737, 0.015, -1.366)  0.226

(2)
# C47H48IN5O3PPb

A molecular structure, C47H48IN5O3PPb in a non-equilibrium geometry (ωB97M-V/def2-TZVPD, the OMol25 dataset).

## Properties
* net charge: +1
* largest force on an atom: 4.16 eV Å⁻¹
* molar mass: 1096.011 g mol⁻¹
* relative energy (zero: lowest compared OMol25 entry of this formula, charge and spin): 53.1 kcal/mol
* energy: -3150.87906 Eh
* highest occupied orbital energy: -9.353 eV

Last column: Mulliken charge in e.
Element x y z (Å)
Pb (-7.329, -8.746, 18.909)  1.249
C (-10.665, -5.150, 20.153)  -0.804
C (-9.570, -5.318, 21.140)  0.606
N (-9.584, -4.549, 22.221)  -0.634
C (-8.609, -4.673, 23.118)  -0.848
C (-7.506, -5.507, 22.949)  0.843
C (-6.323, -5.401, 23.860)  -1.057
O (-5.053, -5.289, 23.095)  -0.531
C (-7.483, -6.409, 21.845)  0.163
C (-6.557, -7.426, 21.861)  -0.860
N (-6.479, -8.507, 21.055)  -0.137
C (-6.069, -9.700, 21.555)  1.305
C (-6.333, -10.225, 22.908)  -0.191
C (-6.065, -11.540, 23.269)  -0.551
C (-5.438, -12.430, 22.362)  -0.790
C (-5.109, -11.946, 21.093)  -0.672
C (-5.420, -10.648, 20.671)  -0.780
I (-4.357, -10.079, 18.949)  0.083
C (-8.560, -6.354, 20.894)  0.757
O (-8.636, -7.012, 19.828)  -0.676
H (-11.062, -6.165, 19.984)  0.135
H (-10.303, -4.781, 19.166)  0.170
H (-11.430, -4.347, 20.508)  0.298
H (-8.816, -3.987, 23.937)  0.408
H (-6.345, -6.331, 24.500)  0.281
H (-6.379, -4.508, 24.531)  0.444
H (-4.677, -4.374, 23.118)  0.316
H (-5.704, -7.314, 22.580)  0.769
H (-6.782, -9.513, 23.667)  0.356
H (-6.288, -11.835, 24.254)  0.491
H (-5.323, -13.507, 22.603)  0.387
H (-4.571, -12.647, 20.458)  0.381
C (-13.490, -14.593, 17.540)  -0.824
C (-12.481, -13.956, 16.833)  -0.661
C (-11.652, -13.036, 17.486)  0.966
C (-12.023, -12.606, 18.814)  -0.262
C (-13.167, -13.143, 19.436)  0.050
C (-13.854, -14.187, 18.796)  -0.848
P (-11.028, -11.404, 19.769)  0.164
C (-12.188, -10.125, 20.253)  0.531
C (-13.386, -9.860, 19.595)  -0.401
C (-14.162, -8.745, 19.956)  -0.729
C (-13.871, -8.027, 21.134)  -0.535
C (-12.747, -8.407, 21.856)  -0.858
C (-11.873, -9.352, 21.378)  -0.725
C (-10.722, -12.410, 21.238)  0.808
C (-11.480, -12.314, 22.387)  -0.056
C (-11.134, -13.101, 23.491)  -0.619
C (-10.159, -14.042, 23.408)  -0.719
C (-9.416, -14.137, 22.260)  -0.438
C (-9.714, -13.391, 21.127)  -0.931
H (-14.009, -15.486, 17.063)  0.303
H (-12.306, -14.229, 15.843)  0.368
H (-9.734, -12.327, 17.524)  0.163
H (-13.663, -12.659, 20.323)  0.306
H (-14.643, -14.743, 19.327)  0.348
H (-13.690, -10.477, 18.781)  0.489
H (-15.012, -8.462, 19.335)  0.409
H (-14.376, -7.126, 21.497)  0.372
H (-12.480, -7.810, 22.722)  0.393
H (-10.899, -9.568, 21.849)  0.683
H (-12.202, -11.536, 22.518)  0.497
H (-11.656, -12.875, 24.447)  0.359
H (-9.952, -14.701, 24.235)  0.403
H (-8.555, -14.801, 22.215)  0.392
H (-9.106, -13.461, 20.247)  0.456
C (-8.974, -11.693, 15.268)  -2.007
C (-10.208, -12.522, 15.432)  1.460
C (-11.364, -12.000, 14.525)  -1.452
C (-9.775, -13.946, 14.953)  -1.548
N (-10.537, -12.492, 16.879)  0.287
H (-8.572, -11.812, 14.242)  0.504
H (-8.161, -11.966, 16.005)  0.412
H (-9.266, -10.644, 15.444)  0.280
H (-11.029, -12.125, 13.481)  0.418
H (-11.633, -10.959, 14.810)  0.308
H (-12.263, -12.644, 14.602)  0.375
H (-10.548, -14.752, 14.859)  0.290
H (-8.883, -14.332, 15.531)  0.345
H (-9.353, -13.841, 13.947)  0.493
C (-6.909, -5.685, 13.088)  -0.920
N (-7.350, -6.329, 14.320)  -0.016
N (-6.349, -7.074, 15.133)  0.385
C (-6.755, -6.959, 16.462)  0.845
O (-6.042, -7.425, 17.439)  -0.914
C (-8.078, -6.418, 16.426)  -1.082
C (-8.388, -5.997, 15.072)  0.300
C (-9.585, -5.249, 14.594)  -1.221
C (-5.629, -8.112, 14.554)  0.112
C (-6.113, -8.911, 13.469)  0.011
C (-5.243, -9.754, 12.850)  -0.798
C (-3.997, -10.049, 13.430)  -0.365
C (-3.497, -9.268, 14.537)  -0.807
C (-4.361, -8.321, 15.084)  -0.355
H (-7.703, -5.058, 12.752)  0.350
H (-6.626, -6.465, 12.296)  0.296
H (-5.983, -5.067, 13.311)  0.293
H (-8.716, -6.292, 17.267)  0.811
H (-9.787, -4.470, 15.347)  0.332
H (-10.463, -5.931, 14.520)  0.276
H (-9.514, -4.751, 13.578)  0.341
H (-7.130, -8.655, 13.009)  0.575
H (-5.454, -10.176, 11.831)  0.343
H (-3.324, -10.790, 12.917)  0.349
H (-2.505, -9.461, 14.979)  0.415
H (-4.073, -7.810, 16.008)  0.514

(3)
# C22H33Br2N5RbS2

A molecular structure, C22H33Br2N5RbS2 in a non-equilibrium geometry (ωB97M-V/def2-TZVPD, the OMol25 dataset).

## Properties
* net charge: -1
* largest force on an atom: 2.96 eV Å⁻¹
* molar mass: 676.951 g mol⁻¹
* relative energy (zero: lowest compared OMol25 entry of this formula, charge and spin): 0.0 kcal/mol
* energy: -7100.37750 Eh
* highest occupied orbital energy: -3.093 eV

Last column: natural (NBO) charge in e.
Element x y z (Å)
Rb (-1.283, 1.103, 0.470)  0.907
C (-0.301, -2.138, -1.433)  -0.419
N (-0.108, -2.243, 0.049)  -0.476
C (1.310, -2.272, 0.378)  -0.217
C (1.698, -2.037, 1.828)  -0.236
N (1.537, -0.654, 2.327)  -0.478
C (2.240, 0.419, 1.647)  -0.418
C (1.453, -0.626, 3.733)  0.179
C (2.182, -1.548, 4.459)  -0.261
C (2.168, -1.499, 5.828)  -0.271
C (1.300, -0.639, 6.537)  -0.237
C (0.565, 0.302, 5.805)  -0.231
C (0.595, 0.285, 4.388)  -0.191
S (-0.307, 1.487, 3.573)  -0.565
C (-0.970, -3.075, 0.781)  0.199
C (-0.485, -4.178, 1.529)  -0.307
C (-1.353, -4.892, 2.324)  -0.251
C (-2.750, -4.562, 2.391)  -0.238
C (-3.193, -3.503, 1.607)  -0.236
C (-2.382, -2.694, 0.850)  -0.213
S (-3.067, -1.373, 0.066)  -0.542
H (0.180, -2.983, -1.963)  0.155
H (0.135, -1.185, -1.789)  0.177
H (-1.388, -2.152, -1.666)  0.249
H (1.774, -1.495, -0.250)  0.189
H (1.796, -3.214, 0.028)  0.157
H (2.717, -2.405, 1.982)  0.154
H (1.070, -2.686, 2.487)  0.239
H (3.276, 0.451, 1.989)  0.160
H (1.744, 1.357, 1.861)  0.233
H (2.284, 0.288, 0.532)  0.173
H (2.753, -2.302, 3.908)  0.197
H (2.911, -2.104, 6.367)  0.188
H (1.199, -0.719, 7.624)  0.195
H (0.009, 1.114, 6.275)  0.213
H (0.606, -4.434, 1.424)  0.203
H (-1.004, -5.716, 2.933)  0.191
H (-3.483, -5.100, 2.979)  0.198
H (-4.229, -3.153, 1.694)  0.207
Br (-0.842, 4.723, 1.037)  0.048
C (0.872, 5.510, 0.406)  -0.490
Br (2.494, 4.499, 1.019)  0.024
H (0.972, 6.502, 0.848)  0.224
H (0.855, 5.525, -0.683)  0.214
C (0.638, 2.878, -2.104)  -0.406
N (0.007, 2.717, -3.419)  -0.458
C (0.269, 3.730, -4.444)  -0.403
C (-1.082, 1.895, -3.548)  0.610
N (-1.698, 1.475, -2.466)  -0.813
N (-1.417, 1.460, -4.829)  -0.481
C (-2.784, 1.100, -5.153)  -0.410
C (-0.460, 1.053, -5.838)  -0.407
H (1.421, 3.637, -2.219)  0.195
H (1.145, 1.965, -1.787)  0.217
H (0.001, 3.313, -1.310)  0.201
H (-0.076, 4.714, -4.111)  0.183
H (-0.286, 3.456, -5.384)  0.219
H (1.318, 3.861, -4.698)  0.194
H (-2.521, 0.912, -2.725)  0.358
H (-3.052, 0.070, -4.883)  0.197
H (-2.926, 1.219, -6.287)  0.197
H (-3.455, 1.800, -4.621)  0.215
H (0.581, 1.067, -5.506)  0.219
H (-0.528, 1.670, -6.731)  0.179
H (-0.646, 0.021, -6.116)  0.198